# 1
Formula: C26H13Cl68N2O5S2
Source: the OMol25 dataset
Level of theory: the ωB97M-V functional and the def2-TZVPD basis

```
116
Properties=species:S:1:pos:R:3:forces:R:3
O 1.436 -5.551 1.824 0.1 0.4 0.2
S 1.172 -5.454 0.411 -0.6 -1.0 -0.7
O 1.013 -6.726 -0.268 -0.1 0.1 -0.1
C -0.434 -4.637 0.287 0.9 1.6 0.9
C -0.334 -3.309 1.106 -0.4 0.6 -0.1
C -0.553 -2.034 0.278 0.3 0.5 -0.1
C 0.655 -1.659 -0.564 0.0 -0.3 -0.8
O 0.382 -0.444 -1.296 -0.1 0.0 0.2
N 2.142 -4.474 -0.440 0.1 -0.2 1.2
S 3.717 -4.624 -0.189 0.5 -1.1 -1.4
O 4.144 -5.641 0.731 -0.4 0.5 1.0
O 4.376 -4.792 -1.471 -0.2 0.9 -0.4
C 4.229 -2.963 0.374 -0.7 -2.2 -0.1
C 4.707 -2.120 -0.606 0.4 0.9 -0.6
C 5.076 -0.824 -0.269 -0.9 -0.8 0.7
C 4.908 -0.503 1.087 -0.5 0.2 -1.0
C 4.440 -1.472 1.947 -0.4 0.1 1.9
N 4.082 -2.732 1.671 0.6 1.4 -1.1
H -1.160 -5.266 0.802 0.2 -0.4 -0.5
H -0.684 -4.394 -0.748 0.0 -0.5 0.0
H 0.634 -3.211 1.610 -0.1 -0.3 -0.1
H -1.081 -3.299 1.911 0.1 -0.2 -0.2
H -1.414 -2.123 -0.396 0.0 -0.1 0.1
H -0.764 -1.172 0.929 0.0 -0.3 0.0
H 1.573 -1.528 0.025 -0.2 -0.2 0.1
H 0.830 -2.451 -1.304 0.2 0.0 0.3
H 1.068 -0.374 -1.968 -0.1 0.1 0.1
H 4.792 -2.474 -1.627 -0.1 -0.2 0.2
H 5.447 -0.147 -1.030 -0.1 0.1 0.2
H 5.131 0.487 1.456 -0.2 -0.1 0.1
H 4.316 -1.189 3.010 0.1 -0.8 -1.0
C -3.339 0.803 -2.943 0.0 -0.1 0.0
Cl -3.696 1.233 -1.267 0.0 0.1 0.0
Cl -1.773 1.490 -3.399 0.0 0.0 0.0
Cl -3.291 -0.953 -3.110 0.1 0.1 0.0
Cl -4.605 1.462 -3.997 -0.1 -0.8 0.0
C 4.292 2.086 4.891 0.1 0.0 0.0
Cl 3.013 3.022 4.105 0.1 -0.2 0.1
Cl 3.878 1.829 6.597 0.0 0.0 -0.1
Cl 4.462 0.519 4.085 -0.1 1.0 0.7
Cl 5.814 2.979 4.777 0.1 -0.3 -0.2
C -2.883 1.588 -8.315 0.0 -0.1 -0.2
Cl -2.196 3.099 -8.953 -0.6 -0.2 -0.3
Cl -2.138 1.200 -6.764 0.0 0.0 -0.1
Cl -4.632 1.752 -8.109 0.1 0.0 -0.1
Cl -2.555 0.282 -9.463 0.0 0.0 0.0
C -3.978 5.344 -5.083 0.1 0.0 0.1
Cl -5.645 5.829 -5.427 0.0 0.0 0.0
Cl -2.978 6.788 -4.855 0.0 -0.1 -0.2
Cl -3.946 4.356 -3.611 0.1 0.8 -0.1
Cl -3.349 4.409 -6.447 -0.1 0.4 0.4
C 1.726 3.733 -8.926 0.0 -0.1 0.1
Cl 3.321 2.998 -9.132 0.0 0.0 0.0
Cl 0.693 2.660 -7.982 0.6 0.0 0.2
Cl 1.894 5.280 -8.085 0.0 0.0 0.0
Cl 0.995 4.006 -10.516 0.0 0.0 0.0
C 5.089 6.650 7.183 -0.2 0.0 -0.1
Cl 6.862 6.716 7.142 -0.1 0.0 0.2
Cl 4.421 7.735 5.963 -0.1 0.1 0.2
Cl 4.550 5.010 6.831 0.0 0.3 0.4
Cl 4.523 7.140 8.786 0.1 0.0 0.0
C -1.057 2.434 3.101 0.1 -0.2 -0.1
Cl 0.027 3.804 3.389 -0.2 0.1 -0.1
Cl -1.035 1.358 4.503 0.0 0.0 0.0
Cl -2.697 3.053 2.855 0.1 0.0 0.0
Cl -0.530 1.551 1.667 0.0 0.1 0.1
C -4.693 8.690 -1.177 0.0 -0.1 0.0
Cl -5.925 9.663 -1.993 0.0 0.0 0.0
Cl -5.151 8.450 0.514 0.0 0.1 0.0
Cl -4.561 7.114 -1.957 -0.1 0.1 0.2
Cl -3.134 9.522 -1.260 0.0 0.0 0.0
C -5.108 -3.166 -0.410 0.0 0.0 0.1
Cl -4.504 -1.808 0.542 0.0 -0.1 0.0
Cl -3.740 -4.097 -1.039 0.0 0.3 0.0
Cl -6.119 -4.195 0.614 0.2 0.2 -0.1
Cl -6.061 -2.555 -1.770 -0.1 0.0 0.1
C 7.060 8.045 2.428 0.0 -0.1 0.0
Cl 6.020 9.436 2.098 0.2 0.0 -0.1
Cl 8.690 8.354 1.811 -0.1 0.0 0.0
Cl 7.134 7.766 4.171 0.2 0.0 -0.4
Cl 6.387 6.620 1.628 0.0 0.0 0.1
C -4.723 -8.533 0.347 0.3 -0.1 -0.1
Cl -3.268 -9.465 0.698 -0.1 0.0 0.0
Cl -5.568 -8.159 1.859 0.0 0.0 0.0
Cl -4.263 -7.031 -0.456 -0.2 -0.3 0.1
Cl -5.794 -9.472 -0.708 0.0 0.0 0.0
C -5.426 6.592 4.326 0.1 -0.1 0.0
Cl -6.649 7.604 3.548 0.0 0.0 0.0
Cl -5.870 6.319 6.015 0.0 0.0 -0.1
Cl -5.333 5.042 3.481 -0.1 0.1 0.1
Cl -3.856 7.400 4.251 0.0 0.0 0.0
C 1.690 8.247 2.926 0.0 0.0 0.0
Cl 2.198 6.628 3.422 0.0 0.1 0.0
Cl 1.432 8.272 1.179 0.0 0.0 0.1
Cl 0.186 8.674 3.752 0.0 0.0 0.0
Cl 2.951 9.418 3.350 -0.2 -0.1 0.0
C -9.629 -5.722 -0.427 0.0 0.0 0.0
Cl -8.186 -6.662 -0.033 -0.2 -0.1 0.0
Cl -10.477 -5.294 1.067 0.0 0.0 0.0
Cl -9.171 -4.249 -1.284 0.0 -0.1 0.0
Cl -10.699 -6.689 -1.454 0.0 0.0 0.0
C 8.984 0.251 1.685 0.0 0.0 -0.2
Cl 7.497 -0.108 0.789 1.5 0.1 0.4
Cl 8.763 1.741 2.615 0.0 0.0 0.0
Cl 9.338 -1.083 2.785 0.0 0.0 0.0
Cl 10.336 0.460 0.556 0.0 0.0 0.1
C -1.016 -12.014 3.134 0.1 0.1 0.0
Cl -0.384 -10.572 2.342 0.0 -0.1 0.0
Cl -0.200 -12.242 4.688 0.0 0.0 0.0
Cl -2.755 -11.834 3.407 0.0 0.0 0.0
Cl -0.728 -13.428 2.108 0.0 0.0 0.0
C 0.240 -7.655 -4.149 0.2 0.0 0.1
Cl 0.513 -9.317 -3.604 -0.1 0.0 0.0
Cl -0.012 -7.648 -5.908 0.0 0.0 0.0
Cl -1.217 -7.026 -3.363 0.1 0.0 0.0
Cl 1.648 -6.682 -3.754 -0.2 0.0 0.1
```
Forces are in eV/Å.

The calculation puts the strongest force on any atom at 2.30 eV/Å. As for the net charge: -1. Its HOMO energy is -5.96 eV. The total energy comes out at -913580.536 eV. The gap between HOMO and LUMO comes out at 6.97 eV.

---

# 2
Formula: C20H32F12N3O11S
Source: the OMol25 dataset
Level of theory: the ωB97M-V functional and the def2-TZVPD basis

```
79
Properties=species:S:1:pos:R:3:forces:R:3
N -1.161 0.094 5.157 0.0 1.5 -0.5
C -1.847 -0.614 4.236 -0.6 -0.1 -0.1
N -3.171 -0.808 4.417 0.0 -0.8 0.3
N -1.191 -1.134 3.161 -0.1 -0.1 -0.1
C -1.782 -0.550 1.903 -0.4 -0.9 -0.3
C -1.018 -0.963 0.650 0.3 0.3 0.6
C 0.457 -1.248 0.887 -0.9 -0.3 -1.0
S 0.804 -2.937 1.313 0.9 -0.3 1.5
O 2.196 -3.037 1.429 1.8 0.2 -0.6
O 0.098 -3.380 2.480 -1.5 0.0 -0.1
O 0.341 -3.832 0.099 -0.5 0.4 -0.2
H -0.633 -0.605 5.691 -0.1 0.3 0.6
H -0.510 0.698 4.651 0.7 -0.4 0.3
H -3.847 -0.066 4.327 0.1 0.4 1.2
H -3.484 -1.731 4.687 -0.4 -0.2 -1.0
H -1.471 -2.126 3.162 0.6 -0.3 -0.4
H -1.841 0.516 1.985 0.4 0.4 0.3
H -2.802 -0.896 1.811 -0.4 0.0 0.0
H -1.082 -0.132 -0.034 -0.1 0.3 -0.3
H -1.503 -1.786 0.148 -0.1 -0.4 -0.1
H 0.990 -1.057 -0.031 0.4 -0.2 -0.3
H 0.890 -0.591 1.621 0.3 -0.2 0.6
H -0.361 -4.428 0.407 0.0 0.0 -0.1
C -2.253 4.914 -1.922 0.2 -0.3 0.3
C -3.684 4.787 -1.448 0.1 0.5 -0.5
O -3.866 3.600 -0.636 -0.1 -0.2 0.1
C -3.483 3.689 0.620 0.0 0.4 -0.4
O -2.999 4.631 1.168 0.1 -0.1 0.3
C -3.792 2.367 1.339 -0.3 -0.4 0.2
F -3.399 1.292 0.623 -0.1 0.4 -0.1
F -5.098 2.235 1.574 0.1 0.1 -0.1
F -3.164 2.298 2.530 0.0 0.1 -0.1
H -1.944 4.011 -2.449 -0.1 0.0 -0.1
H -2.153 5.765 -2.593 0.0 0.0 0.0
H -1.571 5.055 -1.084 0.0 0.1 0.0
H -4.353 4.667 -2.296 -0.1 -0.2 0.1
H -4.007 5.667 -0.897 0.0 -0.1 0.2
C 1.024 -6.903 -2.013 -0.1 -0.1 -0.3
C 1.810 -5.664 -2.384 0.0 -0.2 0.6
O 2.155 -5.666 -3.782 0.1 0.1 -0.1
C 1.198 -5.283 -4.611 0.1 0.0 0.4
O 0.094 -4.939 -4.309 -0.1 0.1 -0.2
C 1.725 -5.297 -6.054 0.2 -0.2 -0.7
F 2.398 -6.423 -6.321 -0.1 0.2 0.2
F 2.560 -4.257 -6.252 -0.2 -0.4 0.3
F 0.729 -5.197 -6.932 0.1 0.1 0.3
H 1.573 -7.801 -2.294 0.1 0.0 0.1
H 0.837 -6.927 -0.939 0.1 0.0 0.0
H 0.066 -6.932 -2.532 0.0 0.1 0.0
H 2.752 -5.645 -1.841 0.1 0.0 -0.2
H 1.270 -4.754 -2.134 -0.1 0.0 -0.2
C 3.399 -1.785 -7.272 0.3 0.3 -0.4
C 3.855 -0.849 -6.175 -0.5 -0.3 0.1
O 5.219 -0.430 -6.366 0.2 0.1 0.1
C 5.408 0.548 -7.242 -0.3 -0.2 0.2
O 4.564 1.107 -7.874 0.1 0.2 -0.1
C 6.902 0.906 -7.301 0.5 0.1 -0.1
F 7.664 -0.195 -7.378 -0.2 0.2 0.0
F 7.257 1.582 -6.194 -0.1 -0.1 -0.1
F 7.164 1.671 -8.359 -0.1 -0.1 0.2
H 4.075 -2.634 -7.353 0.0 -0.1 0.1
H 2.398 -2.145 -7.068 -0.1 0.0 0.0
H 3.392 -1.282 -8.239 0.0 0.1 0.0
H 3.837 -1.362 -5.215 0.2 0.0 0.0
H 3.206 0.022 -6.094 0.1 0.1 -0.1
C -0.255 3.951 5.682 0.0 0.2 0.2
C -1.425 3.320 6.412 0.2 -0.1 -0.4
O -1.569 3.865 7.729 -0.1 -0.1 0.2
C -2.182 5.045 7.802 0.1 -0.3 -0.3
O -2.612 5.669 6.881 -0.1 0.2 0.0
C -2.300 5.480 9.271 0.0 0.2 0.5
F -1.140 5.305 9.920 -0.2 0.0 -0.1
F -3.241 4.747 9.889 0.2 0.1 -0.2
F -2.641 6.762 9.356 0.0 -0.2 -0.1
H 0.658 3.851 6.269 0.0 -0.1 0.0
H -0.106 3.475 4.710 0.0 0.0 0.0
H -0.422 5.014 5.518 -0.1 0.0 -0.1
H -1.247 2.256 6.548 -0.1 0.0 0.3
H -2.354 3.431 5.852 0.0 0.2 0.1
```
Forces are in eV/Å.

The calculation puts the strongest force on any atom at 1.92 eV/Å. As for the net charge: +1. Its HOMO energy is -12.54 eV. The total energy comes out at -91689.007 eV. The gap between HOMO and LUMO comes out at 6.54 eV.

---

# 3
Formula: C3H4N2O
Source: the OMol25 dataset
Level of theory: the ωB97M-V functional and the def2-TZVPD basis

```
10
Properties=species:S:1:pos:R:3:forces:R:3
N 1.551 0.022 -0.290 0.1 -0.2 0.0
C 0.984 -1.224 -0.283 -0.2 -0.5 0.0
C 0.428 -2.291 -0.270 0.2 0.5 0.0
O -3.475 1.935 0.394 0.2 0.0 0.0
N -2.306 1.707 0.203 0.7 -0.1 -0.1
C -1.179 1.508 0.015 -0.8 0.1 0.1
H 2.035 0.227 -1.158 -0.1 0.0 0.1
H 2.173 0.171 0.497 -0.1 0.0 -0.1
H -0.054 -3.243 -0.258 0.1 0.2 0.0
H -0.159 1.183 -0.126 -0.2 0.1 0.0
```
Forces are in eV/Å.

The calculation puts the strongest force on any atom at 0.84 eV/Å. The SMILES is C#[N+][O-].C#CN. As for the net charge: 0. Its HOMO energy is -9.63 eV. The value obtained for the energy relative to the best compared isomer or geometry (same formula, charge and spin) is 529.5 kJ/mol. The total energy comes out at -8198.397 eV. The gap between HOMO and LUMO comes out at 10.15 eV.

---

# 4
Formula: C4H6O2Yb
Source: the OMol25 dataset
Level of theory: the ωB97M-V functional and the def2-TZVPD basis

```
13
Properties=species:S:1:pos:R:3:forces:R:3
C -1.263 -1.242 0.312 -4.5 -0.4 1.1
O -1.145 -2.454 -0.265 0.6 0.9 -0.2
H -0.894 -1.298 1.339 0.4 0.3 -0.2
H -0.799 -2.399 -1.163 -0.6 -0.3 -0.4
C -2.709 -0.312 0.422 2.4 -1.2 -2.6
C -2.059 1.015 0.166 0.1 0.9 1.0
H -3.572 -0.517 -0.223 0.1 -0.6 0.8
H -1.897 1.408 1.189 0.0 0.7 -0.5
H -2.597 1.690 -0.516 0.0 -0.1 0.7
C -0.739 0.651 -0.443 0.1 -3.2 0.3
O 0.336 0.289 0.196 2.8 2.9 -0.5
Yb 2.775 0.708 -0.062 -1.6 -0.3 0.3
H -0.701 0.612 -1.543 0.0 0.3 0.2
```
Forces are in eV/Å.

Its expectation value of S² is 2.01. The calculation puts the strongest force on any atom at 4.64 eV/Å. As for the net charge: +2. Its HOMO energy (spin up / spin down) is -14.32 / -17.04 eV. The value obtained for the energy relative to the best compared isomer or geometry (same formula, charge and spin) is 0.0 kJ/mol. The total energy comes out at -39845.469 eV. The gap between HOMO and LUMO (spin up / spin down) comes out at 4.06 / 6.61 eV. Its spin multiplicity is 3.

---

# 5
Formula: C2H4N6O
Source: the OMol25 dataset
Level of theory: the ωB97M-V functional and the def2-TZVPD basis

```
13
Properties=species:S:1:pos:R:3:forces:R:3
C -0.001 -0.736 -0.268 -2.1 1.9 -0.2
C -0.167 0.751 -0.197 -4.5 -2.5 1.1
H 1.815 0.473 1.372 0.6 -3.6 -3.3
H 3.316 -0.920 0.314 -5.4 2.1 -0.4
H -3.343 0.629 0.144 3.0 -0.9 -0.7
H 1.519 0.994 -0.376 1.3 0.3 -0.8
N 2.075 -0.357 0.157 4.5 -0.1 2.0
N 1.080 -1.340 -0.362 5.1 0.3 2.5
N -1.098 -1.530 -0.210 -0.7 -0.7 -0.1
N -2.227 -0.986 -0.096 -1.0 -1.8 -1.0
N -2.328 0.278 -0.120 -3.6 2.6 2.7
N -1.344 1.170 0.181 0.2 0.6 -1.6
O 0.702 1.573 -0.541 2.7 1.9 -0.1
```
Forces are in eV/Å.

The calculation puts the strongest force on any atom at 5.86 eV/Å. As for the net charge: 0. Its HOMO energy is -8.46 eV. The value obtained for the energy relative to the best compared isomer or geometry (same formula, charge and spin) is 635.7 kJ/mol. The total energy comes out at -13118.283 eV. The gap between HOMO and LUMO comes out at 7.65 eV.

---

# 6
Formula: C12H16N2O
Source: the OMol25 dataset
Level of theory: the ωB97M-V functional and the def2-TZVPD basis

```
31
Properties=species:S:1:pos:R:3:forces:R:3
C -1.279 -0.676 -2.688 -0.9 -2.1 0.9
C -0.847 1.738 0.030 -0.7 0.3 -1.2
C -1.536 0.643 -0.562 2.4 -0.8 0.9
C -1.030 0.527 -1.883 0.5 1.1 -2.8
C -0.238 1.645 -2.244 -2.7 -1.9 2.9
C -0.854 2.045 1.415 -0.3 -1.3 -1.0
C -1.412 1.024 2.166 0.2 1.1 1.3
C -1.984 -0.379 0.291 -1.3 0.0 0.3
C -1.947 -0.155 1.641 0.0 -0.4 -0.2
N -0.211 2.317 -1.035 1.6 2.9 0.6
H 0.083 3.282 -0.988 0.2 -0.1 0.1
H -0.402 2.927 1.855 -0.1 -0.1 -0.1
H 0.162 2.104 -3.136 0.0 -0.5 0.1
H -1.443 1.166 3.249 0.0 -0.1 -0.3
H -2.526 -1.282 0.004 0.6 0.2 -0.5
H -2.296 -1.064 -2.436 0.6 0.2 -0.2
H -0.586 -1.513 -2.423 -0.3 0.6 -0.1
H -2.301 -0.956 2.278 0.0 0.3 0.3
H -1.278 -0.607 -3.749 0.3 0.6 -0.9
C 1.498 -1.605 1.581 -0.9 0.7 0.3
C 2.778 -1.806 2.368 0.7 -0.9 0.9
C 1.759 -1.469 0.098 -0.9 -1.4 -1.9
O 1.721 -2.508 -0.560 0.5 -0.1 0.4
N 1.933 -0.333 -0.646 0.4 1.0 1.0
H 0.757 -2.421 1.692 1.0 -0.1 -0.3
H 0.872 -0.809 1.996 0.6 0.7 -0.2
H 3.353 -2.705 2.107 -0.5 0.0 -0.4
H 2.583 -1.951 3.441 -0.1 0.3 -0.2
H 2.305 -0.445 -1.573 -0.3 -0.4 0.0
H 1.910 0.623 -0.331 -0.1 -0.2 0.5
H 3.536 -1.034 2.280 -0.3 0.6 -0.1
```
Forces are in eV/Å.

The calculation puts the strongest force on any atom at 4.39 eV/Å. The SMILES is Cc1c[nH]c2ccccc12.CCC(N)=O. As for the net charge: 0. Its HOMO energy is -7.75 eV. The value obtained for the energy relative to the best compared isomer or geometry (same formula, charge and spin) is 120.0 kJ/mol. The total energy comes out at -17730.881 eV. The gap between HOMO and LUMO comes out at 8.49 eV.

---

> Number 4 is which compound?

C4H6O2Yb

---

> strongest force on any atom of number 3 (C3H4N2O)?

0.84 eV/Å

---

> Which of these has the lowest net charge?

C26H13Cl68N2O5S2

---

> Among the records above, which one has the lowest strongest force on any atom?

C3H4N2O